## P
Here is a cluster of 2 separate species, C4H8Si in total from the Open Molecules 2025 dataset. Energies are from wB97M-V/def2-TZVPD.

Positions of all 13 atoms, in Å:
C1 2.27248 0.68650 -0.41216
C2 2.07576 -0.38626 0.41554
C3 -1.44610 0.44197 0.05661
C4 -2.57703 -0.20011 -0.36310
Si1 0.64111 -1.45840 -0.03906
H1 3.20082 1.31562 -0.44434
H2 1.42303 0.99987 -1.09128
H3 2.76884 -0.56427 1.16167
H4 -0.81452 1.06786 -0.61775
H5 -1.32090 0.54542 1.11259
H6 -3.38526 -0.55160 0.32637
H7 -2.75672 -0.18459 -1.34757
H8 -0.08151 -1.71202 1.24248

E_HOMO = -7.687 eV
LUMO level = -0.01797 Eh
gap between HOMO and LUMO = 7.198 eV

=====

## Q
Here is the molecule C4H8Si from the Open Molecules 2025 dataset. Energies are from wB97M-V/def2-TZVPD.

Positions of all 13 atoms, in Å:
Si1 -2.08449 0.51404 -1.67280
C1 -0.73026 0.62895 -0.48302
C2 0.51103 -0.18290 -0.13039
C3 0.67848 -0.89442 1.19353
C4 1.71134 0.13344 0.84596
H1 -2.26477 -0.50272 -2.69948
H2 -3.09642 1.55833 -1.69425
H3 -0.90328 1.41930 0.24818
H4 0.84147 -0.78662 -0.97453
H5 -0.01249 -0.62996 1.98017
H6 0.94799 -1.94214 1.18739
H7 1.69600 1.06955 1.38398
H8 2.68416 -0.17776 0.50890

E_HOMO = -7.765 eV
LUMO level = 0.01671 Eh
SMILES = [SiH2]=CC1CC1
gap between HOMO and LUMO = 8.220 eV

=====

It turns out Q is the most stable, with the second structure 113.8 kJ/mol higher.